This record from the OMol25 dataset describes a cluster of 9 separate species, C40H89F3N4O6 in total. The level of theory is the ωB97M-V functional and the def2-TZVPD basis.

Cartesian coordinates (Å):
N 3.856 0.737 -1.958
C -2.056 4.800 -2.728
H -1.548 1.318 -4.717
H -0.398 2.104 -5.633
C 2.647 2.147 -0.323
O -0.438 0.930 0.775
H -1.573 5.453 5.002
H -0.834 -0.899 -1.639
H -1.567 4.339 -5.105
H 1.778 0.660 -1.711
H -0.672 8.334 5.566
C -0.269 4.316 2.612
C -0.826 -0.053 1.394
C -3.890 2.829 -1.505
C -0.359 -2.941 -6.034
H -1.030 -5.837 2.911
C 1.218 -4.507 -4.589
O -6.008 -4.058 3.411
C -3.704 -4.612 -3.585
H 0.452 -2.598 -6.680
C 2.677 0.861 -1.110
C -0.920 6.288 4.737
C 4.836 -0.423 3.887
H -4.823 -2.731 1.163
H 0.497 8.598 1.069
H 1.277 -4.985 -3.610
H 3.285 -4.868 3.747
H -1.978 5.723 -3.306
C -0.346 7.995 1.402
H -1.769 -6.482 1.460
H -3.247 -2.560 4.177
H -2.867 0.064 -0.351
H -2.774 5.074 -1.954
C -4.315 -3.412 1.849
H 0.001 -3.779 -0.446
H -4.743 -1.742 4.413
C 5.058 -1.141 -0.934
C -4.309 -2.742 4.342
H -0.801 3.950 -1.204
C 2.864 -5.166 2.784
F -1.110 -0.959 3.600
H -4.205 -5.450 -4.072
H -0.274 5.532 -1.668
H 3.665 -5.113 2.048
H -1.991 1.979 -2.221
H -2.776 -4.451 -0.236
H -4.550 -3.300 5.245
H 1.154 -5.246 -5.389
C 1.922 -2.756 -0.292
H -2.685 -4.464 -3.934
H -3.397 1.721 -3.182
C -0.069 7.427 2.822
H 5.336 -2.530 3.778
C 0.134 -3.479 -4.675
H 0.125 5.974 4.872
H 4.276 1.130 5.222
H -1.005 7.010 6.669
F 0.165 0.755 3.406
C -2.889 2.490 -2.592
H -0.862 -3.754 -6.556
O -5.009 -4.356 -1.583
H 0.666 4.605 2.135
C 3.887 0.167 4.897
C -2.479 -0.943 -0.172
H 2.443 -6.162 2.914
H -4.691 3.424 -1.954
N -1.152 6.589 3.336
H 1.526 -1.919 -0.874
H 0.157 4.130 -2.632
C 3.744 1.408 -3.268
O -1.741 -0.870 1.041
H 2.621 -3.344 -0.884
H 0.934 -6.666 1.377
H 3.305 -1.267 -2.129
C -0.968 2.245 -4.711
N -2.545 3.622 -3.414
H -1.466 -2.478 -1.352
H 2.987 2.971 -0.947
H 2.559 -2.252 0.440
C 1.724 -4.220 2.393
C 4.214 -0.652 -2.094
O -0.432 -3.148 -3.652
H 3.021 2.222 -3.175
C -3.951 -4.658 -2.086
O 5.713 0.246 3.382
H -3.343 -1.532 0.126
H -3.233 -3.412 1.946
C 0.706 -3.453 0.322
C -0.230 -0.343 2.789
H 4.754 -0.897 0.083
H -4.272 -3.739 -3.917
C -1.762 -1.434 -1.438
H 5.793 1.112 -3.761
H 3.285 2.051 0.559
C -4.972 -3.449 3.211
H -1.544 -4.759 1.620
H 5.005 2.434 -4.643
H 2.666 0.018 -0.416
F 0.798 -1.197 2.598
C 4.646 -1.785 3.382
H 4.795 -0.832 -3.000
H -3.488 3.506 -0.748
H 0.145 -2.710 0.900
H 5.520 2.589 -2.894
N 1.082 -4.611 1.101
C -1.415 5.374 2.515
C -1.235 7.411 5.676
H -0.923 -2.055 -5.752
H -0.614 3.523 1.938
H -2.532 -5.972 -1.058
C 0.267 -5.832 1.161
H -2.436 -1.365 -2.290
H -1.257 8.587 1.322
C -1.993 3.404 -4.742
H 1.676 2.255 0.165
H -4.413 2.029 -0.983
H 2.091 -3.204 2.269
H -2.788 3.173 -5.457
H 1.010 -4.189 3.223
H -2.318 7.537 5.728
H 3.842 -0.479 5.778
H 0.927 6.975 2.914
H 2.243 -4.126 -4.641
C -1.076 -5.722 1.825
H 4.888 -1.799 2.315
C -0.657 4.594 -2.077
H -0.512 7.149 0.734
H -1.892 -4.397 -1.726
H -0.004 8.239 3.550
H -0.195 3.855 3.595
H 3.347 0.754 -4.053
C -2.713 -4.910 -1.222
H 2.859 0.273 4.550
H 3.604 -2.109 3.330
H -2.360 4.980 2.884
H -0.298 2.267 -3.856
H 6.114 -0.909 -1.079
C 5.101 1.952 -3.670
H 0.031 -6.041 0.109
H 5.029 -2.235 -1.001
H -4.684 -4.311 1.346
H -1.483 5.570 1.447

Total charge = 0
E_HOMO = -7.9 eV
Kohn-Sham gap = 8.184 eV
Structure (SMILES) = CCOC(=O)C(F)(F)F.CCN(CC)CC.CCN(CC)CC.CCN(CC)CC.CCN(CC)CC.CC(C)=O.CC(C)=O.CC(C)=O.CC(C)=O
Total energy = -69318.169 eV
ΔE to the lowest compared entry with this formula, charge and spin = 0.721 eV

Mulliken population analysis, charges in e, atoms 1 to 6:
1. N 0.408
2. C -0.973
3. H 0.235
4. H 0.428
5. C -1.292
6. O -0.397